No. 1
{
  "formula": "C37H71NO2P2SSi3Ti",
  "method": "ωB97M-V with the def2-TZVPD basis set",
  "species": ["Ti", "C", "C", "C", "P", "C", "C", "C", "C", "C", "C", "C", "C", "C", "N", "C", "C", "C", "C", "C", "C", "P", "C", "C", "C", "C", "C", "C", "H", "H", "H", "H", "H", "H", "H", "H", "H", "H", "H", "H", "H", "H", "H", "H", "H", "H", "H", "H", "H", "H", "H", "H", "H", "H", "H", "H", "H", "H", "H", "H", "H", "H", "H", "H", "C", "O", "Si", "C", "C", "C", "Si", "C", "C", "C", "Si", "C", "C", "C", "H", "H", "H", "H", "H", "H", "H", "H", "H", "H", "H", "H", "H", "H", "H", "H", "H", "H", "H", "H", "H", "H", "H", "H", "H", "H", "H", "C", "H", "H", "C", "S", "C", "O", "H", "H", "H", "H", "H", "H"],
  "xyz": [[0.231427, 0.557405, -0.797102], [-0.298711, -2.101139, 5.100236], [-1.144452, -1.091666, 4.331320], [-2.031390, -1.813867, 3.317120], [-0.272583, 0.290555, 3.427501], [-0.056084, 1.586506, 4.784482], [0.016134, 1.168209, 6.256085], [1.074994, 2.562839, 4.465321], [1.419558, -0.339632, 3.101121], [2.296060, -0.496465, 4.177397], [3.569945, -1.023591, 4.072057], [3.986222, -1.440991, 2.816585], [3.156025, -1.305965, 1.724663], [1.863912, -0.729522, 1.806987], [1.080065, -0.617456, 0.675227], [1.578827, -1.338097, -0.442013], [2.478338, -0.724467, -1.319562], [3.003875, -1.424543, -2.400929], [2.656347, -2.742978, -2.596696], [1.796998, -3.370586, -1.700673], [1.264546, -2.692915, -0.609674], [0.410592, -3.553171, 0.791615], [1.354107, -5.173962, 0.848158], [0.979349, -6.350148, -0.055729], [1.378386, -5.643430, 2.305367], [-1.303673, -3.883744, 0.163938], [-2.028622, -4.837949, 1.116688], [-1.496626, -4.297128, -1.284873], [-0.940127, -2.872065, 5.538334], [0.410194, -2.594516, 4.433048], [0.271191, -1.643447, 5.907625], [-1.802019, -0.564341, 5.032960], [-1.421737, -2.214131, 2.503010], [-2.560677, -2.647455, 3.785871], [-2.769045, -1.141832, 2.879559], [-0.995364, 2.143918, 4.669029], [0.957983, 0.683814, 6.511362], [-0.056492, 2.059927, 6.886406], [-0.791127, 0.498029, 6.548355], [2.049989, 2.078005, 4.529316], [0.985057, 2.977771, 3.462930], [1.062348, 3.390505, 5.180055], [1.953284, -0.201643, 5.157788], [4.205122, -1.120699, 4.942789], [4.967858, -1.880854, 2.680060], [3.515748, -1.650226, 0.766006], [2.808868, 0.292434, -1.113903], [3.693218, -0.932413, -3.074340], [3.050400, -3.291358, -3.441178], [1.556741, -4.411630, -1.860506], [2.371048, -4.859125, 0.585394], [-0.010469, -6.738745, 0.181611], [0.989299, -6.106944, -1.115727], [1.688455, -7.169159, 0.096923], [0.375536, -5.916042, 2.643078], [2.014552, -6.525267, 2.415349], [1.745688, -4.862089, 2.970386], [-1.753564, -2.887435, 0.280552], [-1.746289, -5.874078, 0.927453], [-1.818916, -4.622258, 2.164816], [-3.108869, -4.767389, 0.969367], [-2.563087, -4.366450, -1.519591], [-1.054758, -5.271327, -1.496291], [-1.057636, -3.574120, -1.965152], [-2.654385, 0.513197, 0.129768], [-1.708214, 0.109166, -0.850218], [-1.981326, 0.231594, -2.621112], [-3.200350, -1.182349, -2.864703], [-3.015875, 1.794230, -2.720607], [-0.357300, 0.151456, -3.330882], [-0.232283, -1.031962, -4.735019], [-0.609716, -2.862821, -4.411498], [-1.467325, -0.675478, -6.148317], [1.506946, -1.195530, -5.497975], [0.400818, 1.888494, -3.704092], [0.551219, 1.895039, -5.691741], [-0.519706, 3.580732, -3.850316], [2.310950, 2.083994, -3.534557], [-2.844451, 1.588462, 0.053730], [-2.244637, 0.285659, 1.113878], [-3.592114, -0.028974, -0.028095], [-4.147446, -0.941051, -2.375719], [-2.827927, -2.119908, -2.457125], [-3.406269, -1.341649, -3.924535], [-4.021087, 1.623472, -2.324422], [-3.107428, 2.102566, -3.763669], [-2.556893, 2.622935, -2.184154], [-1.624858, -3.064864, -4.080285], [0.087823, -3.313064, -3.708720], [-0.473893, -3.365956, -5.375654], [-2.315630, -1.361569, -6.068377], [-1.019712, -0.827558, -7.134190], [-1.853368, 0.340622, -6.116035], [2.209230, -0.454361, -5.126320], [1.462468, -1.095346, -6.584628], [1.906303, -2.186581, -5.273010], [-0.419841, 1.965200, -6.187398], [1.096219, 1.081588, -6.169208], [1.089515, 2.815498, -5.948194], [-1.026704, 3.941159, -2.955697], [0.240166, 4.319284, -4.132055], [-1.246835, 3.566595, -4.665120], [2.807841, 1.177437, -3.890677], [2.665981, 2.281969, -2.519807], [2.656330, 2.893337, -4.184645], [0.424154, 2.231067, 0.643617], [1.486037, 2.494124, 0.743681], [-0.052683, 2.258288, 1.619867], [0.951341, 4.648522, -0.875235], [-0.331919, 3.535487, -0.297033], [-0.805753, 4.644523, 1.095346], [0.272495, 2.106403, -1.783642], [1.637295, 4.837900, -0.050002], [0.485491, 5.576383, -1.204208], [1.458330, 4.171047, -1.706265], [-1.249854, 5.556160, 0.691745], [0.036311, 4.893590, 1.740668], [-1.559349, 4.118970, 1.680498]],
  "forces_ev_per_a": [[0.480, 0.974, -0.707], [0.034, 0.004, -0.004], [-0.059, -0.054, 0.041], [0.033, -0.063, -0.091], [0.027, 0.177, -0.245], [-0.038, -0.045, 0.072], [0.009, 0.018, 0.033], [0.026, -0.004, -0.007], [0.096, -0.028, 0.168], [-0.030, 0.018, 0.072], [-0.013, 0.011, -0.035], [0.022, -0.021, 0.000], [0.042, 0.007, 0.041], [-0.184, -0.030, -0.051], [0.222, -0.219, 0.073], [0.911, -0.667, 0.601], [-0.166, -0.118, -0.218], [0.069, 0.300, 0.018], [-0.091, -0.081, 0.085], [0.024, 0.066, -0.011], [-0.184, -0.567, -0.095], [0.223, 0.187, 0.038], [0.014, -0.074, -0.112], [0.020, -0.019, -0.014], [-0.040, -0.007, 0.035], [-0.094, 0.031, 0.010], [-0.068, 0.024, 0.010], [0.025, -0.045, -0.045], [-0.019, 0.009, 0.005], [-0.007, -0.006, -0.033], [0.031, 0.033, 0.020], [-0.006, -0.024, 0.000], [-0.002, -0.002, 0.042], [-0.025, -0.035, 0.024], [-0.028, 0.038, -0.007], [0.030, -0.036, 0.039], [0.013, 0.007, 0.006], [-0.017, 0.010, -0.001], [-0.025, -0.021, -0.020], [-0.012, 0.005, 0.012], [-0.013, 0.003, -0.088], [-0.006, 0.023, -0.008], [0.011, -0.020, 0.001], [0.000, -0.003, 0.006], [0.003, -0.002, 0.000], [0.021, -0.001, 0.020], [-0.059, 0.000, -0.037], [-0.031, 0.022, -0.021], [0.016, -0.023, -0.031], [-0.006, -0.003, 0.001], [-0.030, 0.011, 0.028], [-0.027, -0.001, 0.015], [-0.006, 0.001, 0.004], [0.014, -0.007, 0.009], [-0.025, -0.015, 0.005], [0.031, -0.025, 0.007], [0.020, 0.025, -0.007], [-0.013, -0.033, -0.004], [0.023, -0.013, -0.002], [0.010, 0.057, 0.039], [-0.015, 0.001, -0.007], [-0.023, 0.008, 0.007], [0.007, -0.029, 0.007], [0.031, 0.029, 0.005], [-0.032, -0.002, -0.125], [-0.775, -0.150, -0.231], [-0.063, -0.070, 0.328], [-0.019, 0.026, -0.098], [-0.123, -0.010, -0.047], [0.027, 0.088, -0.325], [0.064, 0.111, 0.131], [0.024, 0.000, -0.103], [0.028, -0.075, -0.027], [-0.026, -0.082, 0.004], [0.025, -0.205, 0.227], [-0.050, -0.040, 0.025], [-0.083, 0.006, -0.030], [0.035, 0.018, 0.032], [-0.024, -0.040, 0.033], [-0.023, 0.033, -0.002], [-0.003, 0.031, 0.084], [-0.034, -0.022, 0.035], [0.034, -0.040, 0.059], [-0.045, 0.007, -0.045], [-0.024, 0.043, 0.008], [-0.044, -0.002, -0.037], [0.046, 0.016, 0.048], [-0.111, -0.017, 0.031], [0.060, -0.028, 0.044], [-0.006, -0.037, -0.015], [-0.038, -0.010, -0.007], [0.020, -0.007, -0.020], [-0.018, 0.086, 0.018], [0.040, 0.041, 0.033], [0.005, -0.004, -0.034], [0.030, -0.043, -0.005], [-0.081, -0.007, -0.022], [0.035, -0.006, -0.032], [0.003, 0.050, -0.002], [0.034, 0.006, 0.066], [0.026, 0.038, -0.011], [-0.019, 0.016, -0.040], [0.023, -0.029, -0.029], [-0.016, -0.004, 0.012], [0.016, 0.041, -0.016], [-0.191, 0.262, 0.134], [-0.043, -0.101, 0.053], [0.033, -0.002, 0.120], [0.101, -0.062, -0.072], [-0.220, 0.334, 0.392], [-0.005, 0.084, -0.036], [0.236, 0.048, -0.223], [0.024, 0.018, -0.001], [-0.041, 0.002, 0.021], [-0.023, -0.057, -0.012], [-0.003, 0.025, -0.009], [0.053, 0.002, 0.008], [-0.022, -0.036, 0.012]],
  "mulliken_charge": [-0.959, -1.602, 0.575, -1.452, 0.157, 0.343, -1.608, -1.196, 0.866, 0.139, -1.198, -1.190, -0.703, -0.768, 0.531, -1.415, 0.792, -1.445, -0.541, -0.043, 0.595, 1.081, 0.526, -1.476, -1.560, 1.780, -1.829, -1.319, 0.576, 0.084, 0.304, 0.649, 0.017, 0.590, 0.343, 0.472, 0.249, 0.493, 0.312, 0.239, 0.143, 0.498, 0.128, 0.464, 0.395, 0.454, 0.871, 0.348, 0.319, -0.045, 0.522, 0.195, 0.299, 0.441, 0.277, 0.460, 0.317, -0.448, 0.301, 0.338, 0.477, 0.645, 0.129, -0.151, -0.602, 0.097, 1.618, -1.199, -1.509, 1.195, 0.433, -0.949, -1.466, -1.359, 1.414, -1.745, -1.499, -1.418, 0.229, -0.408, 0.370, 0.418, -0.016, 0.308, 0.332, 0.269, 0.230, 0.438, 0.028, 0.469, 0.359, 0.416, 0.320, 0.269, 0.524, 0.403, 0.232, 0.472, 0.473, 0.189, 0.309, 0.337, 0.129, 0.166, 0.610, -0.270, 0.729, -0.465, -1.173, 0.868, -1.431, -1.008, 0.487, 0.400, 0.036, 0.459, 0.332, 0.365],
  "spin_multiplicity": 2,
  "charge": -1,
  "orbital_gap_ev": [6.1, 6.5]
}


No. 2
{
  "formula": "C5H13NO2",
  "method": "ωB97M-V with the def2-TZVPD basis set",
  "species": ["C", "C", "C", "C", "N", "C", "H", "H", "H", "H", "H", "H", "H", "H", "H", "O", "H", "H", "O", "H", "H"],
  "xyz": [[0.817630, 3.032091, 2.002314], [-0.506842, 3.029162, 1.603804], [-0.848343, 2.033687, 0.594994], [-1.674613, 1.027483, 0.548416], [-1.340035, -0.076652, -0.376645], [-0.415197, 0.138302, -1.485628], [1.277893, 3.343674, 2.913041], [1.551727, 2.493369, 1.406074], [-1.337829, 3.734487, 1.827314], [0.016534, 1.993809, -0.025659], [-2.662958, 0.660190, 1.054104], [-2.255086, -0.603126, -0.416360], [0.632089, 0.264650, -1.109325], [-0.463109, -0.811107, -2.243391], [-0.622651, 1.176930, -1.979487], [2.188064, -1.850775, -1.040262], [2.706215, -2.344755, -1.584804], [1.462450, -2.430868, -0.723689], [0.620242, -4.731572, -0.618255], [0.949923, -5.521016, -0.254280], [-0.096104, -4.557964, -0.092278]],
  "forces_ev_per_a": [[-2.064, -0.331, -0.835], [0.989, 0.741, 0.673], [1.356, 1.598, 0.480], [-1.605, -4.029, -1.576], [-2.422, 0.565, 1.805], [-0.318, -0.254, -1.446], [-0.332, 1.239, 0.417], [-0.434, -0.508, -0.021], [0.936, -0.591, 1.079], [0.323, -0.660, -0.885], [2.137, 1.648, -0.261], [2.077, 0.477, -1.239], [-0.863, -0.627, -0.246], [0.141, 2.621, 1.814], [0.039, -1.892, 0.230], [-2.936, 1.890, 2.760], [2.165, -2.333, -2.347], [0.837, 0.347, -0.416], [1.977, 0.751, -2.423], [0.989, -1.624, 0.511], [-2.991, 0.970, 1.928]],
  "mulliken_charge": [-0.760, -0.200, -0.385, -0.014, -0.225, -0.807, 0.277, 0.234, 0.304, 0.251, 0.221, 0.252, 0.286, 0.246, 0.322, -0.610, 0.282, 0.331, -0.606, 0.304, 0.297],
  "orbital_gap_ev": 8.1,
  "smiles": "C=C/C=C/NC.O.O"
}


No. 3
{
  "formula": "C4H9ClN",
  "method": "ωB97M-V with the def2-TZVPD basis set",
  "species": ["C", "C", "C", "C", "N", "Cl", "H", "H", "H", "H", "H", "H", "H", "H", "H"],
  "xyz": [[1.209965, 0.814895, -1.086358], [0.839960, -0.200601, -0.341242], [1.236531, -1.561735, -0.157906], [-0.694817, 0.237090, 1.074502], [-1.789800, 0.670340, 0.216950], [0.444783, 2.364899, -0.926146], [2.040426, 0.728812, -1.751235], [1.835708, -1.803919, -1.051599], [1.834857, -1.882497, 0.675272], [0.287003, -2.133533, -0.136023], [-0.848051, -0.779032, 1.581409], [-0.326474, 0.978310, 1.633999], [-2.324548, -0.039750, -0.145004], [-1.322319, 1.351823, -0.431207], [-2.423224, 1.254897, 0.844587]],
  "forces_ev_per_a": [[-0.473, -0.408, 0.810], [-2.812, 2.313, 3.681], [-0.276, -1.590, -1.583], [2.361, -5.902, -3.979], [0.486, 4.169, 3.059], [0.298, 0.252, -0.330], [0.277, 0.242, -0.612], [-0.312, -0.465, 0.161], [0.137, 0.540, 0.741], [0.771, -0.269, -0.244], [0.003, 1.829, -0.725], [1.205, 2.713, 2.150], [-1.348, -2.118, -1.644], [-0.780, -0.563, -0.285], [0.463, -0.742, -1.200]],
  "mulliken_charge": [-0.172, 0.503, -1.174, -0.977, -0.090, -0.197, 0.421, 0.360, 0.296, 0.309, 0.366, 0.427, 0.318, 0.217, 0.392],
  "charge": 1,
  "orbital_gap_ev": 10.2
}